(1)
C40H68BBrClIN13O6S as an isolated structure, computed with ωB97M-V with the def2-TZVPD basis set.

For the HOMO-LUMO gap, the calculation gives 4.6959 eV. The HOMO energy is -8.49 eV. For the energy, the calculation gives -176406.14235 eV. Its total charge is +1. Its multiplicity is 1.

Last column: Mulliken charge in e.
Element x y z (Å)
C -1.25 -1.23 -5.12  -0.80
C -0.14 -0.26 -5.32  0.79
C -0.18 0.68 -6.48  -1.21
C 0.95 -0.17 -4.44  -1.30
C 0.70 0.48 -3.11  1.38
C 1.87 0.36 -2.11  -1.99
C 1.35 0.48 -0.65  2.04
C 2.25 -0.41 0.22  -1.99
C 1.48 1.92 -0.17  -0.94
C 0.86 2.26 1.19  -1.67
C -0.64 2.66 1.20  1.35
C -0.87 3.46 2.55  -1.57
C -1.54 4.82 2.37  -1.67
C -3.01 4.62 1.96  0.22
C -3.66 5.82 1.26  -1.05
S -4.92 5.16 0.16  1.25
O -5.47 3.98 0.76  -0.57
O -4.37 4.96 -1.15  -0.57
Cl -6.30 6.64 0.04  -0.21
O -0.79 3.61 0.17  0.31
C -1.48 3.26 -0.97  -0.41
O -0.81 3.74 -2.09  0.13
B -0.53 5.12 -2.10  0.39
O 0.61 5.59 -1.50  -0.38
O -1.37 6.01 -2.72  -0.71
N -1.62 1.78 -1.13  -0.33
I -2.87 1.55 -2.81  0.25
C -2.22 1.29 0.02  -0.35
N -3.39 0.58 0.00  -0.25
N -1.64 1.57 1.20  0.75
C -1.22 0.29 1.86  -0.67
C -1.04 0.37 3.37  -0.77
C -0.63 -0.98 3.96  -0.85
Br 0.47 -0.69 5.52  -0.20
H -1.08 -2.13 -5.70  -0.08
H -2.21 -0.80 -5.45  0.29
H -1.40 -1.48 -4.06  0.29
H 0.85 0.95 -6.73  0.40
H -0.64 1.60 -6.11  0.19
H -0.71 0.31 -7.36  0.38
H 1.94 -0.53 -4.71  0.42
H 0.50 1.54 -3.27  -0.22
H -0.20 0.00 -2.69  -0.15
H 2.43 -0.56 -2.24  0.59
H 2.50 1.24 -2.26  0.20
H 0.34 0.08 -0.64  -0.25
H 2.17 -0.18 1.28  0.31
H 3.28 -0.22 -0.07  0.53
H 2.04 -1.47 0.07  0.45
H 1.17 2.64 -0.93  -0.06
H 2.55 2.08 -0.02  0.82
H 1.12 1.52 1.94  0.28
H 1.36 3.18 1.51  0.81
H 0.07 3.59 3.07  0.62
H -1.52 2.91 3.22  0.28
H -1.00 5.52 1.74  0.42
H -1.58 5.29 3.35  0.60
H -3.02 3.81 1.23  -0.38
H -3.59 4.26 2.80  0.58
H -4.19 6.42 2.00  0.63
H -2.96 6.44 0.72  0.41
H -2.48 3.70 -0.95  0.34
H 1.27 4.90 -1.60  0.24
H -1.05 6.22 -3.60  0.32
H -3.46 -0.36 -0.34  0.31
H -4.22 1.06 0.31  0.24
H -2.02 -0.43 1.69  0.82
H -0.34 -0.16 1.42  0.02
H -0.40 1.18 3.71  0.48
H -2.03 0.59 3.80  0.33
H -0.13 -1.60 3.22  0.46
H -1.52 -1.51 4.29  0.53
C 0.70 -3.02 8.30  -0.51
C 0.63 -4.26 9.06  0.23
N 0.56 -5.25 9.64  -0.44
H 0.37 -2.18 8.92  0.38
H 1.72 -2.84 7.98  0.35
H 0.05 -3.09 7.44  -0.01
C -0.55 -5.11 -8.17  -0.68
C -0.53 -4.76 -6.76  0.30
N -0.52 -4.48 -5.65  -0.50
H -1.50 -5.58 -8.42  0.26
H -0.42 -4.22 -8.78  0.34
H 0.26 -5.81 -8.39  0.31
C 6.21 1.66 -2.28  -1.02
C 5.48 1.42 -1.03  0.58
N 4.91 1.23 -0.06  -0.52
H 5.85 2.58 -2.74  0.24
H 7.27 1.77 -2.07  0.33
H 6.06 0.83 -2.96  0.35
C 2.59 -4.24 4.85  -0.60
C 2.41 -3.34 3.71  0.43
N 2.26 -2.63 2.82  -0.37
H 2.17 -5.22 4.62  0.30
H 3.65 -4.35 5.06  0.30
H 2.09 -3.83 5.72  -0.05
C -4.44 -6.39 -5.20  -0.82
C -3.51 -6.73 -6.27  0.34
N -2.78 -7.00 -7.11  -0.39
H -5.08 -5.58 -5.51  0.26
H -5.05 -7.26 -4.95  0.30
H -3.88 -6.09 -4.31  0.26
C -1.70 -5.96 11.98  -0.42
C -3.08 -6.43 12.03  0.30
N -4.17 -6.80 12.07  -0.39
H -1.59 -5.06 12.59  0.25
H -1.03 -6.73 12.36  0.29
H -1.42 -5.73 10.95  0.00
C 3.47 7.42 -1.60  -0.72
C 4.32 6.26 -1.33  0.31
N 4.99 5.35 -1.13  -0.34
H 2.96 7.28 -2.55  0.23
H 2.73 7.51 -0.81  0.20
H 4.07 8.32 -1.64  0.36
C -3.69 -4.21 8.59  -0.69
C -2.85 -3.57 7.58  0.41
N -2.18 -3.06 6.79  -0.39
H -3.10 -4.92 9.15  0.09
H -4.09 -3.46 9.26  0.28
H -4.51 -4.73 8.10  0.30
C 8.04 3.53 0.66  -0.63
C 8.89 3.43 -0.52  0.39
N 9.54 3.34 -1.46  -0.43
H 7.32 4.34 0.53  0.19
H 7.50 2.59 0.81  0.19
H 8.64 3.73 1.54  0.32
C -1.54 -6.20 -11.84  -0.81
C -0.19 -6.37 -11.34  0.41
N 0.89 -6.51 -10.94  -0.42
H -2.24 -6.77 -11.22  0.26
H -1.82 -5.15 -11.82  0.26
H -1.60 -6.56 -12.86  0.33

(2)
C40H68CdF9O24 as an isolated structure, computed with ωB97M-V with the def2-TZVPD basis set.

For the HOMO-LUMO gap, the calculation gives 7.8105 eV. The HOMO energy is -11.34 eV. For the energy, the calculation gives -120736.29307 eV. Its total charge is +1. Its multiplicity is 1. The calculation puts the energy relative to the best compared isomer or geometry (same formula, charge and spin) at 0.0 kcal/mol.

Last column: Mulliken charge in e.
Element x y z (Å)
Cd 0.09 2.12 2.44  1.27
C -0.71 -0.43 0.84  0.09
O 0.36 0.20 0.14  0.72
O -0.92 0.36 1.93  -0.82
C -1.95 -0.68 -0.03  -0.33
F -1.71 -1.61 -0.98  -0.12
F -3.05 -1.15 0.61  -0.17
F -2.35 0.45 -0.67  -0.03
C 1.01 -0.67 -0.80  -0.67
C 2.13 0.06 -1.54  -0.65
H 2.60 -0.49 -2.35  0.73
H 1.76 1.00 -1.95  0.05
H 2.90 0.34 -0.81  -0.30
H 0.36 -1.14 -1.54  0.04
H 1.51 -1.47 -0.24  0.16
H -0.33 -1.41 1.17  0.28
C 1.59 -0.08 3.98  -0.62
O 1.81 1.20 3.34  -0.56
C 2.80 1.12 2.29  -0.56
C 2.86 2.46 1.49  -0.03
O 1.49 2.73 1.09  0.07
C 1.19 4.01 0.54  -0.05
C -0.34 4.20 0.37  -0.73
O -1.04 3.72 1.58  -0.51
C -2.41 4.15 1.60  -0.48
H 2.52 -0.54 4.29  0.36
H 1.04 -0.74 3.30  0.16
H 0.94 0.12 4.83  0.30
H 2.62 0.28 1.62  0.13
H 3.79 0.92 2.70  0.58
H 3.44 2.33 0.58  0.03
H 3.25 3.25 2.13  0.56
H 1.70 4.10 -0.42  0.05
H 1.61 4.80 1.16  0.47
H -0.75 3.61 -0.46  0.30
H -0.56 5.26 0.25  0.66
H -2.96 3.23 1.79  -0.17
H -2.77 4.70 0.74  0.39
H -2.62 4.83 2.43  0.35
C 0.82 -5.84 3.06  -0.88
O -0.26 -4.94 3.20  -0.08
C -1.48 -5.61 3.41  -0.73
C -2.61 -4.63 3.13  -0.34
O -2.73 -3.66 4.17  -0.44
C -3.02 -2.34 3.73  1.09
C -2.93 -1.42 4.95  -0.80
O -4.04 -1.38 5.79  -0.40
C -4.29 -2.60 6.47  -0.64
H 0.78 -6.27 2.05  0.27
H 0.81 -6.64 3.81  0.35
H 1.78 -5.35 3.16  0.23
H -1.63 -6.02 4.42  0.44
H -1.69 -6.43 2.72  0.39
H -3.54 -5.21 3.16  0.34
H -2.48 -4.14 2.17  0.11
H -4.02 -2.24 3.29  0.23
H -2.32 -2.12 2.91  -0.53
H -2.89 -0.41 4.52  0.19
H -1.98 -1.58 5.46  0.48
H -4.72 -3.39 5.85  0.21
H -5.01 -2.46 7.27  0.28
H -3.37 -3.05 6.86  0.31
C 4.53 2.39 -3.10  -0.42
C 4.76 3.83 -2.70  -0.29
O 6.13 4.12 -2.48  -0.29
C 6.69 3.63 -1.40  0.38
O 6.14 3.00 -0.53  -0.55
C 8.20 3.91 -1.31  0.82
F 8.86 2.77 -1.18  -0.20
F 8.66 4.60 -2.34  -0.24
F 8.40 4.64 -0.21  -0.26
H 3.48 2.28 -3.37  0.26
H 4.79 1.59 -2.40  -0.17
H 5.06 2.15 -4.03  0.37
H 4.20 4.07 -1.79  0.15
H 4.35 4.50 -3.45  0.41
C 3.45 -3.37 -2.43  -0.88
C 2.07 -3.86 -2.87  -0.30
O 1.14 -3.79 -1.78  0.00
C 0.11 -4.63 -1.80  -0.06
O -0.05 -5.46 -2.65  -0.53
C -0.87 -4.56 -0.63  1.11
F -0.49 -3.67 0.31  -0.19
F -2.10 -4.26 -1.02  -0.25
F -0.88 -5.74 0.00  -0.27
H 3.39 -2.67 -1.60  -0.15
H 3.91 -2.90 -3.30  0.46
H 4.13 -4.20 -2.23  0.50
H 2.11 -4.84 -3.33  0.51
H 1.70 -3.21 -3.66  0.04
C -1.19 -1.38 -4.64  -1.02
C -0.82 0.04 -5.02  0.56
C -2.09 0.93 -5.22  -0.62
O -1.87 2.04 -4.36  -0.37
C -0.82 1.79 -3.54  0.64
O -0.45 2.52 -2.67  -0.57
O -0.21 0.70 -3.90  -0.21
H -0.33 -1.96 -4.32  -0.10
H -1.67 -1.86 -5.50  0.51
H -1.98 -1.47 -3.89  0.21
H -0.20 0.12 -5.91  0.29
H -3.04 0.41 -5.06  0.22
H -2.16 1.33 -6.23  0.39
C -4.72 0.66 2.50  -0.98
C -5.47 1.93 2.11  1.15
C -6.97 1.94 2.32  -0.37
O -7.25 3.18 2.96  -0.35
C -6.11 3.81 3.25  0.53
O -6.00 4.90 3.68  -0.53
O -5.04 3.00 2.99  -0.34
H -4.87 0.39 3.55  0.57
H -3.66 0.87 2.38  -0.34
H -5.02 -0.16 1.85  0.39
H -5.29 2.15 1.05  -0.38
H -7.34 1.12 2.93  0.27
H -7.52 1.92 1.38  0.32
C -5.75 0.28 -1.76  -0.97
C -5.86 1.75 -2.12  0.47
C -4.50 2.52 -2.06  0.72
O -4.48 3.23 -3.28  -0.38
C -5.47 2.79 -4.10  0.55
O -5.57 3.12 -5.24  -0.56
O -6.17 1.84 -3.51  -0.38
H -5.27 0.14 -0.78  -0.04
H -5.04 -0.16 -2.46  0.34
H -6.73 -0.19 -1.73  0.40
H -6.59 2.25 -1.48  0.26
H -3.67 1.83 -1.98  -0.35
H -4.53 3.18 -1.20  0.00
C 5.84 -1.61 -0.40  -1.63
C 6.53 -0.38 -0.95  1.30
C 8.06 -0.52 -1.05  -0.52
O 8.38 -0.27 -2.41  -0.34
C 7.27 0.00 -3.09  0.48
O 7.25 0.45 -4.19  -0.54
O 6.17 -0.22 -2.33  -0.14
H 5.98 -2.49 -1.03  0.48
H 4.77 -1.44 -0.30  -0.06
H 6.27 -1.87 0.57  0.51
H 6.27 0.49 -0.33  -0.10
H 8.34 -1.55 -0.79  0.34
H 8.65 0.12 -0.40  0.31

(3)
C40H70F24Mg2N10O5P4 as an isolated structure, computed with ωB97M-V with the def2-TZVPD basis set.

For the HOMO-LUMO gap, the calculation gives 4.7243 eV. The HOMO energy is -9.06 eV. For the energy, the calculation gives -181038.55659 eV. Its multiplicity is 1.

Last column: Mulliken charge in e.
Element x y z (Å)
Mg 10.58 -13.24 -6.46  0.94
Mg 15.97 -5.37 -3.65  0.75
P 12.95 -3.97 -8.21  1.32
F 12.59 -5.42 -7.53  -0.37
F 12.70 -3.06 -6.92  -0.33
F 14.51 -4.16 -7.66  -0.33
F 13.36 -2.70 -9.19  -0.39
F 13.26 -4.99 -9.46  -0.46
F 11.48 -3.68 -8.82  -0.39
P 16.77 -3.70 -0.48  1.38
F 16.50 -4.58 -1.86  0.12
F 17.02 -2.38 -1.39  -0.37
F 15.16 -3.32 -0.44  -0.36
F 16.95 -2.90 0.93  -0.36
F 16.49 -4.99 0.43  -0.35
F 18.31 -4.04 -0.56  -0.34
P 19.82 -7.00 -6.79  1.51
F 19.10 -5.95 -7.89  -0.38
F 21.29 -6.72 -7.48  -0.35
F 20.16 -5.68 -5.96  -0.36
F 20.53 -8.00 -5.65  -0.38
F 18.37 -7.18 -5.96  -0.76
F 19.48 -8.32 -7.73  -0.39
P 13.75 -9.53 -3.75  1.42
F 13.89 -8.01 -4.26  -0.53
F 12.61 -9.18 -2.54  -0.39
F 12.42 -9.82 -4.67  -0.47
F 13.89 -11.00 -3.10  -0.36
F 14.74 -9.83 -5.00  -0.41
F 15.00 -9.19 -2.84  -0.56
C 14.90 -13.49 -4.94  -0.47
C 13.60 -13.41 -5.50  0.72
N 12.55 -13.40 -6.00  -0.24
H 14.88 -13.99 -3.98  0.02
H 15.39 -12.52 -4.78  -0.03
H 15.58 -14.09 -5.54  0.44
C 16.22 -9.58 0.58  0.49
C 14.98 -9.18 1.21  0.25
N 13.98 -8.91 1.68  -0.54
H 17.05 -9.33 1.24  0.26
H 16.43 -9.05 -0.35  -0.31
H 16.24 -10.65 0.35  -0.09
C 15.59 -7.39 -7.74  -1.05
C 15.53 -6.61 -6.48  0.40
N 15.44 -5.95 -5.57  0.38
H 16.59 -7.48 -8.16  0.33
H 14.81 -7.12 -8.45  0.30
H 15.24 -8.40 -7.50  0.11
C 11.95 -8.81 -7.48  -0.02
C 11.40 -10.20 -7.34  0.02
N 11.05 -11.28 -7.26  -0.19
H 12.96 -8.80 -7.08  -0.33
H 11.38 -8.05 -6.94  0.00
H 12.01 -8.44 -8.51  0.73
C 19.41 -10.92 -6.60  -0.26
C 18.20 -11.50 -7.20  0.48
N 17.18 -11.90 -7.68  -0.56
H 19.20 -10.03 -6.00  -0.41
H 20.12 -10.71 -7.39  0.33
H 19.96 -11.59 -5.94  0.39
C 18.19 -9.36 -3.68  -1.05
C 17.47 -8.04 -3.40  0.63
N 16.90 -7.06 -3.17  -0.06
H 19.25 -9.37 -3.93  0.43
H 17.64 -9.64 -4.58  0.01
H 18.12 -10.05 -2.84  0.50
C 14.53 -11.01 -10.12  -0.14
C 13.95 -11.66 -11.30  0.16
N 13.44 -12.29 -12.17  -0.44
H 15.23 -10.20 -10.35  0.32
H 14.95 -11.86 -9.59  0.21
H 13.72 -10.74 -9.43  -0.13
C 14.61 -1.46 -5.73  -1.03
C 14.74 -2.62 -4.92  0.67
N 14.99 -3.54 -4.25  -0.43
H 15.35 -0.70 -5.46  0.37
H 13.61 -1.03 -5.77  0.28
H 14.86 -1.81 -6.73  0.23
C 12.84 -6.17 -0.51  -1.27
C 13.60 -6.05 -1.79  0.57
N 14.24 -5.86 -2.71  -0.33
H 12.24 -7.08 -0.55  0.23
H 12.21 -5.30 -0.66  0.36
H 13.45 -6.01 0.38  0.35
C 9.54 -10.98 -2.62  -0.61
C 9.77 -11.67 -3.87  0.54
N 9.89 -12.26 -4.85  -0.25
H 8.63 -10.39 -2.47  0.34
H 10.44 -10.36 -2.61  0.12
H 9.60 -11.68 -1.79  0.28
C 17.33 -15.03 0.75  -0.42
C 18.82 -14.83 1.06  -0.67
C 18.75 -13.77 2.19  -0.50
O 17.71 -12.91 1.80  -0.39
C 16.82 -13.61 0.79  -0.25
H 16.79 -15.61 1.51  0.30
H 17.23 -15.41 -0.27  0.27
H 19.40 -14.32 0.29  0.26
H 19.37 -15.73 1.37  0.38
H 19.69 -13.29 2.47  0.35
H 18.43 -14.35 3.06  0.27
H 17.06 -13.24 -0.20  0.20
H 15.75 -13.64 0.97  0.21
C 9.34 -4.44 -4.52  -0.57
C 10.73 -5.00 -4.80  0.47
C 10.55 -6.43 -4.27  1.38
O 9.60 -6.30 -3.21  -0.46
C 9.08 -5.00 -3.10  -0.47
H 8.71 -4.88 -5.29  0.24
H 9.26 -3.35 -4.59  0.39
H 11.55 -4.61 -4.19  0.17
H 11.02 -5.02 -5.85  -0.27
H 11.45 -6.98 -3.99  -0.54
H 10.17 -7.09 -5.04  -0.89
H 9.68 -4.50 -2.34  0.26
H 8.07 -4.99 -2.69  0.34
C 7.21 -8.05 -5.93  -0.10
C 7.53 -8.25 -7.44  -0.69
C 7.67 -9.80 -7.72  0.06
O 7.37 -10.30 -6.40  -0.51
C 7.72 -9.39 -5.33  0.50
H 6.13 -7.94 -5.80  0.35
H 7.75 -7.25 -5.41  -0.11
H 8.42 -7.79 -7.88  0.31
H 6.73 -7.86 -8.07  0.34
H 8.74 -9.98 -7.84  -0.25
H 7.09 -10.31 -8.49  0.34
H 8.75 -9.51 -4.98  -0.66
H 7.13 -9.57 -4.43  0.35
C 11.57 -14.31 -0.69  -0.69
C 12.92 -14.98 -0.43  -0.27
C 13.23 -15.65 -1.76  -0.49
O 12.50 -14.91 -2.76  -0.48
C 11.65 -13.94 -2.20  0.35
H 11.45 -13.42 -0.08  0.38
H 10.74 -15.01 -0.70  0.31
H 12.90 -15.68 0.40  0.44
H 13.66 -14.26 -0.07  -0.07
H 12.72 -16.61 -1.68  0.29
H 14.29 -15.72 -1.98  0.29
H 10.81 -13.96 -2.89  0.13
H 12.11 -12.95 -2.16  -0.22
C 21.10 -8.57 0.03  -0.87
C 19.63 -8.18 -0.09  0.29
C 19.55 -6.68 -0.25  0.49
O 20.63 -6.65 -1.22  -0.37
C 21.73 -7.60 -0.98  -0.46
H 21.20 -9.59 -0.34  0.31
H 21.58 -8.42 0.99  0.34
H 19.15 -8.52 0.83  0.14
H 19.21 -8.78 -0.89  -0.27
H 19.67 -6.04 0.62  0.35
H 18.58 -6.51 -0.73  -0.50
H 22.67 -7.22 -0.57  0.28
H 21.77 -8.22 -1.88  0.26